13
Properties=species:S:1:pos:R:3:forces:R:3 method="wB97M-V/def2-TZVPD" charge=+1 e_lumo_ev="-6.70 / -6.69" spin_multiplicity=1 homo_energy_ha="-0.5094 / -0.5077"
N 0.272 1.903 -1.596 0.87 -2.66 0.18
N -0.748 -1.074 0.499 2.31 2.18 -0.37
Br 1.808 -1.775 3.103 -0.58 1.80 -1.19
Br -1.066 2.069 0.843 0.11 -0.55 -1.14
H 2.173 -2.853 3.832 0.53 -1.76 1.12
Br -2.458 0.163 -1.959 1.17 0.48 0.85
Br 0.815 -1.149 -1.800 0.35 -0.23 0.56
H 0.970 1.340 -2.178 -1.26 1.82 0.60
C -0.412 1.114 -0.746 -1.30 2.26 1.08
H 0.192 2.928 -1.564 0.15 -0.96 -0.15
C -0.180 -0.300 -0.468 -1.83 -1.81 -0.78
H -0.085 -1.816 0.801 -1.09 0.19 -0.05
H -1.281 -0.551 1.233 0.56 -0.76 -0.70